76
Properties=species:S:1:pos:R:3:forces:R:3:mulliken_charge:R:1 method="wB97M-V/def2-TZVPD" total_charge=0 homo_ev="-6.36 / -6.09" spin_multiplicity=2 orbital_gap_ev="6.58 / 6.31" lumo_ev="0.2 / 0.2" de_lowest_kcal_mol=125.5 max_force_ev_per_a=6.04
H 0.40513 -0.06056 -4.98731 -0.035 -0.031 0.028 0.471
H 4.27395 3.96562 -1.08003 -0.020 0.008 -0.003 0.421
H -1.24517 1.06779 -3.66210 0.176 0.560 0.258 0.569
H 1.49327 -3.65932 2.78357 -0.038 0.043 -0.021 0.227
C -5.22221 -0.70725 0.67665 0.240 0.185 0.152 -0.777
H -0.35445 3.22343 -4.17891 0.025 -0.042 0.031 0.307
C 3.81138 2.98931 -1.02112 0.078 0.025 0.086 -1.264
C -1.07178 -0.83500 -2.82571 1.249 -0.117 -1.756 -1.295
Cr 0.15980 -0.60299 -0.65883 -3.607 -4.454 1.921 -1.277
C -5.21242 -0.15324 -1.71964 0.248 0.109 -0.164 -0.984
H -0.74764 -1.40976 4.64804 0.021 0.020 -0.039 0.343
H 1.23613 -0.33535 4.42656 -0.014 -0.021 -0.023 0.304
H -1.11252 0.58100 3.71948 0.018 -0.005 0.000 0.249
C 4.54820 1.87065 -0.65175 -0.171 0.019 -0.019 -0.893
H -1.40089 -1.33004 -3.75075 0.469 0.274 -0.301 0.483
H 1.20604 1.35410 -4.30414 0.036 -0.010 0.042 0.320
H -1.01073 -3.14400 4.74193 -0.045 -0.003 -0.050 0.467
N 2.03722 -0.82994 -0.87452 0.292 0.921 1.335 0.610
C 0.73983 0.39900 -4.05431 0.196 0.224 0.011 -1.604
H -2.64343 -1.09549 2.91916 0.037 0.012 -0.011 0.328
C -3.15936 -0.64803 -0.59569 -0.196 0.204 1.058 0.370
H 4.87353 -4.23950 0.26154 -0.004 -0.008 0.001 0.388
H -1.34810 1.14764 2.05886 0.005 -0.028 -0.004 0.246
H -6.19568 -0.61582 -1.77534 0.010 -0.037 0.050 0.341
H 1.50660 -0.25008 -3.62563 -0.014 0.041 0.087 0.241
H 3.53676 -4.87988 2.25452 -0.021 -0.005 0.001 0.426
H 0.33895 4.61179 -0.59528 0.006 -0.029 -0.010 0.248
C 3.98493 -3.68364 0.53308 -0.063 0.071 -0.034 -0.917
P -0.08215 1.63277 -1.51853 1.131 -1.053 -0.856 0.803
H -1.15180 3.90119 0.01135 0.029 -0.035 -0.004 0.349
H -5.34735 0.31000 1.06110 -0.062 -0.016 0.011 0.307
C -0.48598 -2.36224 4.18682 0.134 -0.006 0.064 -1.728
N -4.48131 -0.70241 -0.58081 -0.405 -0.240 -0.313 0.042
H -6.20193 -1.15010 0.50856 0.013 0.001 -0.076 0.308
H -0.79244 -3.44404 2.37324 0.234 0.086 -0.186 0.655
H 4.12644 -2.36400 -1.15175 -0.032 0.025 -0.009 0.555
H 0.58119 -2.52367 4.32613 0.001 0.040 -0.010 0.331
O 0.11792 -2.29467 -0.69560 -1.284 0.967 -0.600 -0.908
H -4.67955 -0.36856 -2.64384 0.029 -0.005 0.021 0.312
C -0.90963 -2.41257 2.71914 -0.456 -0.359 0.043 0.447
H 1.92106 3.73522 -1.55868 -0.065 -0.063 -0.039 0.093
H -0.56633 4.84032 -3.52854 -0.020 0.002 0.060 0.496
C -0.44570 0.55897 -3.10633 -0.258 -0.046 -0.527 0.619
H -2.73295 -2.23501 1.56919 0.019 -0.018 -0.038 0.253
C 2.07924 -3.32917 1.93465 0.204 -0.050 0.093 -1.185
C 1.63587 0.10329 3.51257 0.074 0.102 0.060 -1.648
H -2.97944 -2.80243 3.22119 0.039 0.008 0.039 0.495
H 0.96284 3.99372 -3.30995 -0.006 -0.001 0.032 0.195
C 0.58911 0.19960 2.39817 0.189 -0.156 1.001 1.476
H 1.06966 0.77876 1.60002 -0.059 -0.264 -0.231 -0.260
H 2.50418 -0.47909 3.20204 -0.044 -0.051 -0.024 0.332
C 3.93983 0.63540 -0.58186 0.172 0.321 0.142 -0.926
H -1.94221 -0.75786 -2.21980 0.239 -0.190 -1.363 -0.149
C -0.68337 3.29153 -2.02764 -0.111 0.566 -0.025 0.514
H 1.99407 1.10441 3.77325 -0.015 0.007 -0.026 0.452
C 2.45323 -1.85455 0.05042 0.162 0.289 -0.281 -0.563
C 3.57153 -2.61319 -0.25527 0.283 0.045 0.075 -0.010
C -0.66701 4.30586 -0.87892 0.042 0.003 0.127 -1.456
H -5.32941 0.93069 -1.62328 -0.063 -0.006 -0.018 0.322
C -2.40309 -2.11226 2.59951 -0.180 0.040 -0.080 -1.560
C -0.61095 1.02954 2.85882 -0.115 0.003 -0.107 -1.631
H -1.21202 5.20520 -1.17281 0.004 -0.013 -0.048 0.499
H -1.74638 3.10706 -2.22558 0.039 -0.294 0.060 0.528
C 2.57577 0.44011 -0.87457 0.277 0.028 -0.270 1.068
C 2.46405 2.83833 -1.30093 0.129 0.055 -0.029 -1.358
N -2.00369 -0.61520 -0.61264 -1.170 0.499 2.396 0.297
H -4.70253 -1.29909 1.42052 0.082 -0.043 0.028 0.226
H 4.53704 -0.21772 -0.29168 -0.111 -0.075 -0.013 0.437
H -0.33098 -1.52444 -2.33641 -0.925 0.139 -1.049 0.562
H -0.28604 2.02922 3.15753 0.015 -0.008 0.011 0.444
C 1.65871 -2.25094 1.17421 0.111 0.331 0.564 0.339
C 1.79959 1.61066 -1.24985 -0.064 0.105 -0.391 0.822
C -0.11747 3.86432 -3.32914 0.066 -0.072 -0.144 -1.373
P 0.04026 -1.38077 1.53548 2.882 1.508 -0.678 2.322
C 3.24038 -4.04135 1.63700 -0.035 -0.042 -0.007 -0.882
H 5.60242 1.95869 -0.41882 0.002 0.011 -0.006 0.389